Entry 1:
This record from the OMol25 dataset describes a 7-piece molecular cluster, C6H29N2O6 overall at a distorted geometry. The level of theory is wB97M-V/def2-TZVPD.

Last column: Mulliken charge in e.
CARTESIAN COORDINATES (ANGSTROEM)
C: 2.93 1.28 -0.33  -1.475
C: 1.43 1.00 -0.34  0.148
C: 0.99 0.28 0.93  0.324
C: 0.59 1.28 2.07  -0.895
C: -0.52 2.24 1.74  -0.769
C: -1.74 1.62 0.99  -0.084
N: -2.38 0.46 1.66  -0.547
N: 1.14 0.07 -1.51  -0.031
H: 3.19 1.95 0.52  0.372
H: 3.53 0.32 -0.22  0.306
H: 3.25 1.80 -1.24  0.430
H: 0.89 1.99 -0.54  0.175
H: 0.11 -0.39 0.72  -0.673
H: 1.73 -0.43 1.31  0.829
H: 1.48 1.86 2.39  0.326
H: 0.31 0.61 2.97  0.329
H: -0.13 3.08 1.14  0.337
H: -0.91 2.72 2.65  0.410
H: -2.53 2.35 0.80  0.563
H: -1.43 1.28 -0.04  -0.241
H: -2.86 0.75 2.47  0.258
H: -1.67 -0.16 1.98  0.116
H: 1.70 -0.84 -1.45  0.334
H: 1.29 0.51 -2.45  0.598
H: 0.10 -0.15 -1.57  0.028
H: 0.09 1.22 -4.54  0.322
H: -0.72 0.76 -3.37  0.363
O: 0.09 1.17 -3.63  -0.615
H: 1.66 -3.73 1.55  0.300
H: 0.60 -2.67 1.24  0.394
O: 1.49 -2.88 1.14  -0.659
H: -3.03 -0.54 0.29  0.398
H: -3.73 -1.78 -0.40  0.270
O: -2.89 -1.30 -0.30  -0.784
H: -2.28 -0.54 -1.78  0.262
H: -2.78 0.18 -3.00  0.325
O: -1.99 -0.16 -2.56  -0.691
H: -1.66 -2.06 0.65  0.367
H: -1.64 -2.99 1.93  0.291
O: -1.12 -2.34 1.41  -0.735
H: 2.01 -2.67 -0.43  0.419
H: 3.17 -2.70 -1.46  0.332
O: 2.25 -2.41 -1.37  -0.731

Properties
Net charge: +1
Lowest unoccupied orbital energy, eV: -2.3
Max |F|, eV Å⁻¹: 3.53
HOMO-LUMO gap, Ha: 0.39469
E_HOMO, eV: -13.07
Molar mass, Da: 225.31
Relative energy (zero: lowest compared OMol25 entry of this formula, charge and spin), kJ/mol: 5.27

=====

Entry 2:
This record from the OMol25 dataset describes C27H29ClN5O2Pd as an isolated structure. The level of theory is wB97M-V/def2-TZVPD.

Last column: Mulliken charge in e.
CARTESIAN COORDINATES (ANGSTROEM)
Pd: -0.33 0.34 -0.89  -0.018
Cl: 6.34 2.28 0.89  -0.312
C: 5.02 1.56 -0.02  0.347
C: 5.25 0.42 -0.80  -0.515
C: 4.20 -0.16 -1.48  -0.587
C: 2.86 0.35 -1.45  0.126
O: 1.90 -0.26 -1.99  -0.815
C: 2.69 1.57 -0.68  1.123
C: 1.40 2.22 -0.55  -0.091
N: 0.44 2.22 -1.44  -0.832
C: -0.56 3.18 -1.37  -0.308
C: -0.28 4.53 -1.32  -0.233
C: -1.31 5.49 -1.37  -0.649
C: -2.62 5.11 -1.46  -0.921
C: -2.95 3.74 -1.49  1.433
C: -4.29 3.27 -1.53  -0.656
C: -4.54 1.93 -1.50  -0.876
C: -3.45 1.04 -1.44  -0.364
N: -2.20 1.43 -1.40  -0.101
C: -1.93 2.77 -1.43  0.055
C: 3.76 2.11 0.05  -1.109
H: 6.25 0.00 -0.85  0.358
H: 4.37 -1.06 -2.06  0.357
H: 1.28 2.86 0.34  0.422
H: 0.76 4.84 -1.28  0.510
H: -1.05 6.54 -1.33  0.363
H: -3.42 5.85 -1.49  0.351
H: -5.10 3.99 -1.57  0.380
H: -5.54 1.54 -1.53  0.382
H: -3.63 -0.03 -1.42  0.667
H: 3.59 2.99 0.65  0.359
N: -2.72 -2.29 -0.61  -0.407
C: -3.13 -2.19 0.71  0.423
C: -2.92 -1.00 1.42  0.406
C: -3.38 -0.87 2.72  -0.768
C: -4.05 -1.91 3.35  -0.521
C: -4.25 -3.09 2.65  -0.331
C: -3.80 -3.23 1.34  -0.589
H: -2.43 -3.21 -0.89  0.280
H: -2.00 -1.60 -0.86  0.000
H: -2.36 -0.20 0.93  0.112
H: -3.21 0.06 3.25  0.393
H: -4.40 -1.81 4.36  0.370
H: -4.76 -3.92 3.12  0.355
H: -3.97 -4.16 0.80  0.329
C: 1.05 -0.47 2.19  -0.838
N: 1.90 -1.28 1.35  0.499
C: 3.33 -1.21 1.56  -1.531
C: 1.32 -1.91 0.30  0.158
O: 0.14 -1.75 0.00  -0.600
N: 2.13 -2.80 -0.41  0.474
C: 2.62 -3.96 0.32  -1.149
C: 1.61 -3.13 -1.73  -0.965
H: 1.68 0.16 2.82  0.396
H: 0.40 -1.08 2.82  0.275
H: 0.41 0.18 1.57  0.142
H: 3.63 -0.16 1.67  0.503
H: 3.85 -1.60 0.69  0.540
H: 3.64 -1.76 2.45  0.343
H: 2.97 -3.67 1.31  0.342
H: 3.45 -4.41 -0.22  0.342
H: 1.84 -4.72 0.44  0.352
H: 1.38 -2.21 -2.25  0.256
H: 0.72 -3.78 -1.68  0.237
H: 2.40 -3.66 -2.28  0.325

Properties
Net charge: -1
Lowest unoccupied orbital energy, eV: 2.8
Max |F|, eV Å⁻¹: 0.43
HOMO-LUMO gap, Ha: 0.21195
E_HOMO, eV: -2.98
Molar mass, Da: 597.44
Relative energy (zero: lowest compared OMol25 entry of this formula, charge and spin), kJ/mol: 0.00

=====

Entry 3:
This record from the OMol25 dataset describes a 2-piece molecular cluster, C3H12N2O3 overall at a distorted geometry. The level of theory is wB97M-V/def2-TZVPD.

Last column: Mulliken charge in e.
CARTESIAN COORDINATES (ANGSTROEM)
C: 1.50 0.50 1.60  -1.540
C: 0.54 0.86 0.49  1.224
C: -0.90 0.78 0.84  -1.319
O: 0.84 2.00 -0.19  -0.509
O: 0.89 -0.41 -0.61  -0.460
N: 0.57 -0.13 -1.97  -0.405
H: 2.51 0.45 1.22  0.435
H: 1.24 -0.47 2.01  0.329
H: 1.44 1.25 2.39  0.397
H: -1.17 -0.33 0.88  0.403
H: -1.53 1.21 0.06  0.314
H: -1.10 1.25 1.81  0.357
H: 1.80 2.09 -0.26  0.352
H: -0.21 0.53 -2.02  0.239
H: 1.36 0.36 -2.37  0.257
N: -1.80 -2.25 -1.18  -0.461
O: -1.05 -1.94 0.00  -0.559
H: -2.21 -1.37 -1.50  0.182
H: -2.56 -2.85 -0.87  0.254
H: -0.12 -1.51 -0.34  0.511

Properties
Lowest unoccupied orbital energy, eV: 0.6
Max |F|, eV Å⁻¹: 2.76
HOMO-LUMO gap, Ha: 0.32414
E_HOMO, eV: -8.27
SMILES: CC(C)(O)ON.NO
Molar mass, Da: 124.14
Relative energy (zero: lowest compared OMol25 entry of this formula, charge and spin), kJ/mol: 502.21

=====

Entry 4:
This record from the OMol25 dataset describes C9H18F8Li4N4O25S8 as an isolated structure at a distorted geometry. The level of theory is wB97M-V/def2-TZVPD.

Last column: Mulliken charge in e.
CARTESIAN COORDINATES (ANGSTROEM)
Li: -3.25 0.71 6.61  0.978
Li: -4.54 0.82 -0.78  0.955
Li: 3.98 -1.70 -2.12  0.990
Li: -0.15 1.13 -3.16  0.954
N: -5.90 1.66 -3.89  -0.256
S: -5.18 0.73 -5.10  1.043
O: -3.70 0.89 -5.10  -0.589
O: -5.85 0.61 -6.38  -0.493
F: -5.53 -0.63 -4.27  -0.267
S: -6.49 2.72 -4.87  1.043
O: -7.92 2.46 -5.17  -0.590
O: -5.67 3.41 -5.82  -0.506
F: -6.66 3.95 -3.71  -0.365
N: -0.77 2.04 8.49  -0.270
S: -0.54 3.58 9.29  1.038
O: 0.13 4.65 8.61  -0.494
O: -0.39 3.48 10.71  -0.535
F: -2.14 3.93 9.15  -0.301
S: 0.67 2.00 8.01  1.041
O: 1.75 1.98 9.03  -0.564
O: 0.92 2.56 6.70  -0.574
F: 0.51 0.45 7.52  -0.322
N: -1.34 -0.05 -0.32  -0.306
S: -0.70 0.18 1.03  1.031
O: 0.75 0.30 1.00  -0.590
O: -1.37 -0.19 2.26  -0.541
F: -0.98 1.73 1.15  -0.291
S: -0.95 -1.80 -0.19  1.028
O: -1.72 -2.59 0.75  -0.479
O: 0.52 -2.13 -0.47  -0.560
F: -1.53 -2.16 -1.64  -0.237
N: -6.78 0.26 1.87  -0.236
S: -7.19 -0.93 2.76  1.040
O: -8.60 -1.20 3.15  -0.581
O: -6.21 -1.31 3.75  -0.569
F: -7.00 -2.07 1.69  -0.287
S: -6.98 1.36 3.17  1.013
O: -5.97 1.38 4.20  -0.530
O: -8.32 1.84 3.47  -0.546
F: -6.63 2.63 2.27  -0.289
C: 5.63 -1.43 3.55  -0.636
O: 6.81 -2.13 3.06  -0.290
C: 7.09 -2.37 1.80  0.792
O: 6.35 -2.14 0.85  -0.592
O: 8.30 -3.02 1.78  -0.292
C: 8.73 -3.58 0.54  -0.518
H: 4.74 -1.58 2.95  0.300
H: 5.72 -0.36 3.70  0.290
H: 5.49 -1.80 4.57  0.247
H: 7.80 -4.08 0.25  0.235
H: 9.52 -4.32 0.70  0.229
H: 9.13 -2.85 -0.16  0.239
C: -2.19 6.82 -1.83  -0.611
O: -1.81 6.86 -3.20  -0.319
C: -1.44 5.88 -4.00  0.845
O: -1.38 4.70 -3.64  -0.643
O: -1.35 6.37 -5.19  -0.274
C: -1.29 5.59 -6.30  -0.678
H: -2.89 6.06 -1.49  0.292
H: -2.82 7.70 -1.67  0.246
H: -1.25 6.84 -1.28  0.287
H: -2.27 5.30 -6.70  0.316
H: -0.88 4.59 -6.17  0.263
H: -0.62 6.01 -7.05  0.285
C: 4.27 -7.14 -1.06  -0.614
O: 4.56 -7.48 -2.47  -0.283
C: 5.06 -6.54 -3.29  0.801
O: 5.08 -5.34 -3.05  -0.609
O: 5.49 -7.14 -4.47  -0.294
C: 6.33 -6.41 -5.38  -0.633
H: 3.64 -7.90 -0.61  0.273
H: 3.60 -6.29 -0.98  0.255
H: 5.17 -6.91 -0.48  0.288
H: 7.37 -6.71 -5.46  0.260
H: 6.29 -5.36 -5.11  0.292
H: 5.71 -6.48 -6.28  0.267

Properties
Lowest unoccupied orbital energy, eV: -4.6
Max |F|, eV Å⁻¹: 10.28
HOMO-LUMO gap, Ha: 0.16567
E_HOMO, eV: -9.13
Molar mass, Da: 1018.53
Relative energy (zero: lowest compared OMol25 entry of this formula, charge and spin), kJ/mol: 1013.47

=====

Entry 5:
This record from the OMol25 dataset describes C4H11N3O in the gas phase at a distorted geometry. The level of theory is wB97M-V/def2-TZVPD.

Last column: Mulliken charge in e.
CARTESIAN COORDINATES (ANGSTROEM)
C: 0.14 2.36 -0.50  -1.349
C: -0.57 0.98 -0.56  0.429
N: -2.10 1.22 -0.57  -0.569
C: -0.12 0.16 0.71  -0.856
N: 0.77 -0.95 0.36  -0.231
C: 0.48 -2.31 0.66  0.502
N: 1.33 -3.24 -0.03  -0.522
O: -0.36 -2.71 1.43  -0.567
H: -0.21 2.97 -1.37  0.341
H: -0.06 2.96 0.49  0.300
H: 1.25 2.35 -0.42  0.351
H: -0.26 0.30 -1.38  0.364
H: -2.37 1.95 0.01  0.171
H: -2.73 1.12 -1.33  0.160
H: -1.02 -0.34 1.10  0.407
H: 0.36 0.64 1.54  0.351
H: 1.60 -0.76 -0.24  0.243
H: 2.07 -2.81 -0.52  0.222
H: 1.82 -3.89 0.63  0.253

Properties
Lowest unoccupied orbital energy, eV: 0.8
Max |F|, eV Å⁻¹: 3.52
HOMO-LUMO gap, Ha: 0.35834
E_HOMO, eV: -8.98
SMILES: C[C@H](N)CNC(N)=O
Molar mass, Da: 117.15
Relative energy (zero: lowest compared OMol25 entry of this formula, charge and spin), kJ/mol: 130.72

=====

Entry 6:
This record from the OMol25 dataset describes C4H4N2O as an isolated structure at a distorted geometry. The level of theory is wB97M-V/def2-TZVPD.

Last column: Mulliken charge in e.
CARTESIAN COORDINATES (ANGSTROEM)
C: 1.71 0.70 0.04  -0.155
C: 0.26 -0.59 -0.23  0.524
C: -1.11 1.08 0.01  -0.717
C: 0.16 0.82 -0.13  0.311
H: 2.12 0.93 1.05  0.182
H: 2.44 1.01 -0.71  0.233
H: -2.77 -0.21 -0.27  0.284
H: -1.89 1.93 0.07  0.332
N: -0.89 -1.19 0.03  -0.753
N: -1.73 -0.12 0.14  0.152
O: 1.54 -0.82 0.07  -0.392

Properties
Lowest unoccupied orbital energy, eV: 0.9
Max |F|, eV Å⁻¹: 6.02
HOMO-LUMO gap, Ha: 0.36001
E_HOMO, eV: -8.91
Molar mass, Da: 96.09
Relative energy (zero: lowest compared OMol25 entry of this formula, charge and spin), kJ/mol: 399.56

=====

Question: What is the formula in the first record?
Answer: C6H29N2O6

=====

Question: Which of these has the highest max |F|?
Answer: C9H18F8Li4N4O25S8

=====

Question: Look up the HOMO-LUMO gap of the second one.
Answer: 0.21195 Ha